[1]
The following is a DFT calculation (ωB97M-V/def2-TZVPD) of a cluster of 4 separate species, C31H53NO14P3S in total.

Geometry as XYZ:
```
103
Properties=species:S:1:pos:R:3:forces:R:3:mulliken_charge:R:1
O 11.32309 2.96980 2.26350 -4.3 0.5 -5.3 -0.64
C 10.65538 2.90509 1.09586 5.4 -3.1 -0.7 0.30
O 11.28279 2.17295 -0.05326 -4.2 4.0 5.3 -0.70
C 9.16011 3.54693 0.82047 -3.7 0.8 -1.1 0.27
C 8.53039 4.86009 1.58627 -1.6 -1.7 -2.0 -0.34
C 7.01734 5.44974 1.32072 1.0 -3.4 -2.2 -0.37
C 6.04207 4.67725 0.20764 4.4 -1.4 1.1 0.01
C 6.68434 3.34092 -0.56726 1.5 2.0 2.8 0.30
C 8.20605 2.76597 -0.29681 -1.9 3.3 1.9 -0.43
S 5.46848 2.49988 -1.77915 -0.6 0.9 2.5 -0.22
C 3.83045 2.58318 -0.79695 -2.3 0.6 2.1 0.20
C 2.77286 1.33207 -0.73915 -0.7 3.6 2.3 -0.22
C 1.40203 1.50984 0.19506 3.3 3.2 -0.7 -0.31
C 1.17699 2.91548 1.01793 2.7 -0.3 -1.8 -0.30
C 2.24169 4.17883 0.94375 1.2 -3.6 -2.2 -0.40
C 3.61105 4.02837 0.01659 -3.0 -3.0 0.4 0.09
N 4.63566 5.14788 -0.09861 0.5 -2.2 -0.5 -0.41
H 9.23187 5.37814 2.39425 -1.8 -1.2 -2.0 0.28
H 6.61349 6.41207 1.89542 1.0 -2.4 -1.4 0.25
H 8.55452 1.82036 -0.90511 -0.6 2.2 1.6 0.30
H 2.99304 0.31813 -1.32546 -0.5 2.6 1.5 0.19
H 0.66811 0.59654 0.20106 1.4 2.2 0.2 0.29
H 0.22857 3.07290 1.72401 2.3 -0.6 -1.8 0.26
H 2.04255 5.15680 1.57256 0.5 -2.3 -1.5 0.27
H 4.64993 5.52258 -1.09385 -0.2 -0.8 1.5 0.36
O -2.73962 -2.73567 2.46827 -4.1 -0.3 2.2 -0.73
P -3.05041 -1.52136 3.37717 9.0 3.3 -3.1 0.97
O -2.75624 -0.39077 2.20336 -0.8 -0.2 -0.1 -0.33
C -3.74019 -0.19783 1.20232 0.0 0.2 -0.4 -0.32
C -4.96413 0.50276 1.75026 -0.2 0.2 0.1 -0.97
O -1.54816 -1.47183 4.09537 -1.4 -0.4 0.9 -0.31
C -0.74581 -2.64132 4.16670 0.4 -0.4 -0.3 -0.47
C 0.19516 -2.72688 2.97457 0.1 0.2 -0.1 -0.90
O -3.39768 -0.16455 4.39272 -2.7 -2.6 0.0 -0.21
C -4.47125 -0.37379 5.29882 -0.2 0.3 0.7 -0.23
C -4.22869 -1.55446 6.22105 0.1 0.0 0.1 -1.12
H -4.01035 -1.16014 0.75038 0.0 0.1 0.0 0.26
H -3.28748 0.41700 0.41834 0.1 -0.1 0.2 0.29
H -5.51872 -0.15937 2.42292 -0.1 0.0 0.0 0.25
H -5.63780 0.80107 0.94248 0.1 0.0 0.1 0.39
H -4.68378 1.39184 2.32465 0.0 -0.1 -0.2 0.23
H -1.37158 -3.53533 4.25503 0.1 0.1 -0.2 0.34
H -0.15461 -2.58123 5.08616 -0.1 0.2 0.0 0.37
H -0.32264 -2.56504 2.02458 -0.1 -0.2 0.2 0.25
H 0.68732 -3.70076 2.94203 0.0 0.0 0.0 0.31
H 0.96354 -1.95039 3.04194 -0.1 -0.1 0.1 0.30
H -5.39661 -0.51278 4.73319 -0.2 0.1 0.1 0.24
H -4.57924 0.53959 5.89295 0.1 0.0 -0.2 0.36
H -4.19543 -2.49316 5.65751 0.0 -0.1 0.0 0.34
H -5.03119 -1.63445 6.95943 0.1 0.0 -0.1 0.41
H -3.27163 -1.45393 6.74023 -0.1 0.0 -0.1 0.26
O 3.06231 -5.02913 0.76209 -1.6 -4.2 1.3 -0.71
P 3.36181 -6.17086 -0.23990 4.4 7.3 -5.3 1.03
O 4.97992 -5.83639 -0.35151 -0.1 -0.5 0.6 -0.39
C 5.81790 -6.23301 0.71990 0.4 0.2 0.1 -0.30
C 6.00050 -7.73440 0.75955 0.0 -0.3 0.0 -0.93
O 2.88054 -5.32568 -1.59234 -0.9 -1.3 0.5 -0.36
C 1.94545 -4.26272 -1.48158 -0.1 0.6 0.1 -0.44
C 2.65773 -2.92951 -1.31089 0.2 0.1 -0.1 -0.91
O 3.69646 -7.44658 -1.35948 -1.8 -1.1 3.0 -0.24
C 2.96038 -8.63807 -1.12317 -0.3 -0.6 -0.4 -0.21
C 1.46054 -8.40942 -1.16248 -0.1 0.0 -0.1 -1.12
H 5.41340 -5.86337 1.67018 0.1 0.0 -0.1 0.24
H 6.78828 -5.75076 0.56692 -0.2 0.0 -0.1 0.35
H 5.07211 -8.22788 1.06459 0.0 -0.1 0.1 0.17
H 6.77956 -8.01438 1.47369 -0.1 0.0 0.0 0.42
H 6.26837 -8.12385 -0.22815 0.0 0.1 0.2 0.23
H 1.23831 -4.45242 -0.66756 0.2 0.1 0.0 0.30
H 1.35947 -4.24004 -2.40605 0.2 -0.2 0.0 0.39
H 3.42702 -2.96637 -0.53396 -0.3 -0.1 0.0 0.32
H 1.94496 -2.14201 -1.05885 0.0 0.0 0.0 0.23
H 3.16986 -2.65223 -2.23756 -0.1 0.0 0.0 0.32
H 3.25892 -9.05939 -0.15936 0.0 -0.2 0.0 0.24
H 3.24256 -9.35536 -1.90085 0.1 0.2 0.1 0.36
H 1.14091 -7.75587 -0.34361 0.0 0.0 0.1 0.34
H 0.92608 -9.35813 -1.06296 0.0 0.1 0.0 0.41
H 1.16382 -7.92638 -2.09749 0.1 -0.1 0.1 0.26
O -5.33807 3.32542 -1.82353 -3.8 2.5 0.8 -0.64
P -5.85920 4.11946 -3.04629 7.9 -4.0 -4.7 0.95
O -5.88128 2.81144 -4.06178 -0.8 -0.1 0.3 -0.38
C -6.93449 1.87453 -3.91894 0.0 -0.3 -0.1 -0.26
C -8.25177 2.43675 -4.40656 -0.2 0.1 -0.1 -0.97
O -4.36880 4.70984 -3.49931 -1.3 1.0 0.6 -0.34
C -3.32736 4.84453 -2.54338 0.5 -0.3 0.3 -0.36
C -2.45403 3.59940 -2.51388 0.1 -0.1 -0.1 -1.00
O -6.44149 5.00668 -4.41256 -2.0 0.4 3.1 -0.23
C -7.39443 6.01032 -4.09327 -0.3 0.7 -0.3 -0.22
C -6.85155 7.03288 -3.11195 0.1 0.1 -0.1 -1.13
H -7.01071 1.55117 -2.87352 0.0 0.0 -0.1 0.21
H -6.66887 0.99621 -4.51526 0.1 0.2 0.1 0.35
H -8.61211 3.21770 -3.72926 -0.1 0.0 0.0 0.18
H -9.01563 1.65605 -4.45503 0.0 0.1 0.1 0.42
H -8.14320 2.88858 -5.39804 0.0 -0.1 0.1 0.24
H -3.73682 5.07680 -1.55492 0.1 -0.2 -0.1 0.31
H -2.71647 5.70368 -2.83867 -0.2 0.0 -0.1 0.37
H -3.04357 2.68040 -2.44560 -0.1 0.2 0.1 0.25
H -1.76305 3.63404 -1.66945 0.0 0.0 0.0 0.35
H -1.87177 3.52310 -3.43748 0.0 0.1 0.1 0.29
H -8.29518 5.53620 -3.69399 -0.2 0.1 -0.1 0.24
H -7.66852 6.50912 -5.02867 0.1 -0.2 0.0 0.36
H -6.64313 6.57290 -2.13994 0.0 0.0 0.1 0.35
H -7.57741 7.83540 -2.95483 0.1 -0.1 0.0 0.41
H -5.91393 7.46264 -3.47496 -0.1 -0.1 0.0 0.26
```
Forces are in eV/Å.

Summary:
Orbital gap: 0.1242 Eh
Max |F|: 10.07 eV Å⁻¹
HOMO level: -0.159 hartree
Total charge: -1



[2]
The following is a DFT calculation (ωB97M-V/def2-TZVPD) of a structure of composition C31H53NPRhSe2Si4.

Geometry as XYZ:
```
93
Properties=species:S:1:pos:R:3:forces:R:3:mulliken_charge:R:1
Rh -0.27982 0.17988 0.18636 -0.1 -0.5 -1.2 -0.62
N 1.77221 0.09098 -0.30920 0.4 0.3 0.0 -0.28
C 2.55271 1.33226 -0.27674 -0.3 -0.2 0.0 0.23
C 3.91494 1.34559 -0.06869 0.1 0.1 -0.2 -0.58
C 4.57229 2.57317 -0.06691 0.0 0.0 0.0 -0.71
C 3.87034 3.74998 -0.28310 0.0 0.0 0.0 -0.91
C 2.49742 3.71611 -0.49390 0.1 0.0 -0.1 -0.56
C 1.83286 2.49624 -0.49233 0.0 0.2 0.2 -0.59
P 0.03699 2.31816 -0.62972 -0.1 -0.2 0.3 1.52
C -0.69222 3.92844 -0.30344 0.0 0.1 -0.2 0.50
C -0.78630 4.83933 -1.36412 0.0 0.0 0.0 -1.06
C -1.25409 6.12249 -1.13227 0.0 0.0 0.0 -0.77
C -1.63126 6.50572 0.14983 0.0 0.0 0.0 -0.76
C -1.53104 5.60876 1.20315 0.0 0.0 0.0 -1.41
C -1.05712 4.32507 0.97832 0.0 0.0 0.0 0.03
C -0.27943 1.98060 -2.38645 0.1 0.0 0.0 1.25
C -1.57200 2.10949 -2.90154 0.0 0.0 0.0 -0.29
C -1.82506 1.83574 -4.23343 0.0 0.0 0.0 -0.91
C -0.79086 1.42053 -5.06751 0.0 0.0 0.0 -0.66
C 0.49808 1.30349 -4.57161 0.0 0.0 0.1 -0.98
C 0.75549 1.58669 -3.23476 0.0 0.0 -0.1 -0.69
H 1.59905 -0.12834 -1.29430 0.2 -0.1 0.0 0.43
H 2.31103 -0.69003 0.05709 0.0 0.0 0.2 0.27
H 4.46910 0.42725 0.08753 0.0 0.0 0.0 0.53
H 5.64031 2.60376 0.10823 0.0 0.0 0.0 0.45
H 4.38738 4.70050 -0.27265 0.0 0.0 0.0 0.48
H 1.94240 4.63552 -0.63366 0.0 0.0 0.0 0.50
H -0.49774 4.55488 -2.36796 0.0 0.0 0.0 0.56
H -1.32683 6.82424 -1.95307 0.0 0.0 0.0 0.47
H -2.00079 7.50810 0.32563 0.0 0.0 0.0 0.43
H -1.81708 5.90882 2.20295 0.0 0.0 0.0 0.52
H -0.95985 3.64259 1.80609 0.0 -0.2 0.1 0.98
H -2.37817 2.47202 -2.27220 0.0 0.0 0.0 0.69
H -2.82524 1.95879 -4.62896 0.0 0.0 0.0 0.48
H -0.99134 1.20986 -6.11032 0.0 0.0 0.0 0.44
H 1.30957 1.01351 -5.22641 0.0 0.0 0.0 0.48
H 1.77888 1.55194 -2.87674 0.0 0.0 0.0 0.42
C -4.13039 0.91883 0.15819 -0.1 -0.2 -0.1 -1.24
Se -2.62634 -0.08967 -0.54136 0.0 0.3 0.2 0.44
C -3.03320 -1.89844 0.06620 0.0 -0.2 -0.1 -0.56
C -2.18993 -2.88857 -0.71661 -0.1 0.1 0.2 -1.11
Se -0.31413 -2.30804 -0.70965 -0.1 0.0 -0.2 0.49
C 0.51580 -4.03840 -0.39092 0.0 0.0 0.0 -1.31
H -4.07552 1.01670 1.23044 -0.1 -0.1 0.0 0.17
H -5.02829 0.38861 -0.15131 0.0 0.0 0.0 0.49
H -4.09348 1.89716 -0.31573 0.0 0.0 0.0 0.39
H -4.10047 -2.05838 -0.08412 0.0 0.0 -0.1 0.64
H -2.79741 -1.97502 1.12179 0.0 0.0 0.0 -0.06
H -2.49556 -3.01476 -1.75106 -0.1 0.1 0.0 0.48
H -2.21851 -3.85338 -0.21222 0.1 0.0 -0.1 0.58
H 0.10849 -4.68663 -1.16232 0.0 -0.1 0.0 0.46
H 0.29282 -4.40656 0.60363 0.0 0.0 0.0 0.36
H 1.58569 -3.92620 -0.53231 0.0 0.0 0.0 0.44
C -3.04254 2.12892 3.04218 0.3 0.3 -0.1 -0.96
Si -2.23095 0.53421 3.58807 -0.3 0.0 0.3 0.54
C -1.91668 0.64841 5.41815 0.0 0.0 0.2 -1.13
C -3.53228 -0.79544 3.38805 0.0 -0.2 0.0 -1.32
Si -0.12794 0.06767 2.57725 0.0 0.6 0.2 0.98
Si 1.65362 1.42130 3.48421 0.1 0.1 0.1 0.17
C 1.62604 1.51548 5.34359 -0.1 -0.1 0.2 -1.20
C 1.64673 3.19333 2.89541 -0.2 0.1 -0.1 -0.85
C 3.28489 0.62420 3.02426 0.1 -0.3 -0.1 -0.50
Si 0.49502 -2.13182 3.16912 0.0 -0.3 -0.1 0.22
C 1.99204 -2.71365 2.19888 0.2 0.2 -0.1 -0.37
C 0.93797 -2.11911 4.97512 0.1 0.0 0.2 -1.06
C -0.89861 -3.35207 2.90075 -0.2 0.0 0.0 -0.51
H -4.11142 2.13959 3.27377 0.1 -0.1 0.0 0.55
H -2.92325 2.28477 1.97059 0.1 0.3 0.1 0.01
H -2.60042 2.98047 3.56667 0.0 0.0 -0.1 0.45
H -2.87537 0.81902 5.92013 0.0 0.0 -0.1 0.43
H -1.26416 1.47914 5.67562 0.1 0.0 0.1 0.26
H -1.49416 -0.26954 5.83104 0.0 0.1 0.0 0.32
H -4.42803 -0.48032 3.93337 0.1 0.0 0.0 0.47
H -3.22598 -1.75736 3.80486 -0.1 0.1 -0.1 0.46
H -3.83582 -0.94896 2.35741 -0.1 0.0 0.0 0.31
H 0.78932 2.09514 5.72788 0.0 0.0 0.0 0.36
H 2.53862 2.04448 5.64170 0.0 0.0 -0.1 0.41
H 1.63395 0.54606 5.83924 0.0 0.0 0.0 0.34
H 0.94418 3.79121 3.48365 0.0 0.0 -0.1 0.38
H 1.36203 3.26376 1.85042 0.0 0.2 0.0 -0.05
H 2.63283 3.65564 2.99618 0.0 -0.1 0.1 0.48
H 3.52816 -0.18645 3.71522 0.0 0.0 0.0 0.49
H 4.10007 1.35174 3.07850 -0.1 0.0 0.0 0.47
H 3.26917 0.21063 2.01752 0.1 -0.1 0.1 -0.39
H 2.89407 -2.18583 2.51086 0.0 0.0 0.0 0.44
H 1.85256 -2.52737 1.13159 0.1 -0.1 0.1 -0.59
H 2.17894 -3.78288 2.33217 -0.1 0.0 0.0 0.50
H 1.87722 -1.59580 5.15882 0.0 0.0 0.0 0.26
H 1.07546 -3.16011 5.28542 0.0 0.0 0.0 0.43
H 0.16776 -1.68284 5.61273 0.0 0.0 0.0 0.25
H -1.22563 -3.32793 1.86140 -0.1 -0.1 0.0 -0.39
H -1.76156 -3.12082 3.53025 0.1 -0.1 -0.1 0.31
H -0.59142 -4.37428 3.13993 0.1 0.1 0.0 0.49
```
Forces are in eV/Å.

Summary:
Orbital gap: 0.2552 Eh
Max |F|: 1.33 eV Å⁻¹
Relative energy (zero: lowest compared OMol25 entry of this formula, charge and spin): 38.4 kJ/mol
HOMO level: -0.495 hartree
Total charge: +2



[3]
The following is a DFT calculation (ωB97M-V/def2-TZVPD) of a structure of composition C31H54ClNO3P2SSi2V.

Geometry as XYZ:
```
96
Properties=species:S:1:pos:R:3:forces:R:3:lowdin_spin:R:1
V -0.55963 -0.02490 -0.69283 -0.8 0.4 0.4 1.48
C 1.46812 -0.10907 -2.11322 -0.1 0.3 -0.7 -0.01
C 0.71663 -1.30050 -2.29553 -0.6 0.3 0.1 -0.02
C -0.57049 -0.89036 -2.82008 0.4 0.5 -0.3 0.00
Si 1.44100 -2.99417 -1.88207 -0.2 0.0 0.8 0.00
C -0.57293 0.53148 -2.94162 0.2 -0.7 0.0 -0.02
C 0.71352 1.02979 -2.50401 0.1 -0.5 0.4 -0.02
Si 1.43597 2.76961 -2.39106 -0.5 -0.1 0.6 0.00
H 2.50716 -0.07839 -1.77481 -0.5 0.0 0.0 0.00
H -1.35485 -1.56287 -3.16232 0.1 0.2 0.2 0.00
H -1.35840 1.13192 -3.39769 0.1 -0.2 0.3 0.00
Cl -5.92525 0.20483 1.46675 0.4 0.0 -0.2 -0.03
C 3.30014 2.66186 -2.27898 -0.1 -0.1 -0.1 0.00
C 0.92641 3.82893 -3.84114 0.1 0.0 -0.1 0.00
C 3.30118 -2.85954 -1.80459 0.0 0.3 -0.3 0.00
C 0.93918 -4.29046 -3.13006 0.1 0.1 -0.1 0.00
H 1.59215 3.59840 -4.68258 -0.2 0.1 0.1 0.00
H 1.05201 4.88777 -3.58525 -0.1 -0.1 -0.1 0.00
H -0.10632 3.66153 -4.16191 0.2 0.1 0.0 0.00
H 3.61566 2.13772 -1.36922 0.0 0.1 -0.1 0.00
H 3.71362 3.67778 -2.26268 0.0 -0.2 0.0 0.00
H 3.70521 2.13157 -3.14949 0.0 0.1 0.2 0.00
H 1.58585 -4.18538 -4.01048 -0.2 -0.1 0.1 0.00
H -0.10301 -4.20394 -3.45226 0.1 -0.1 0.0 0.00
H 1.09918 -5.28818 -2.70349 -0.1 0.1 -0.1 0.00
H 3.71263 -2.48811 -2.74661 0.0 -0.2 -0.1 0.00
H 3.71803 -3.84890 -1.58643 0.0 0.1 -0.1 0.00
H 3.60826 -2.19504 -0.98669 -0.1 -0.4 -0.7 0.00
C 0.78093 3.44366 -0.72412 0.2 0.0 -0.2 -0.01
C 0.75725 -3.37582 -0.13402 0.3 0.1 -0.1 -0.01
P -0.87699 2.75834 -0.32995 -0.4 0.1 -1.3 -0.05
H 0.82057 4.54366 -0.70503 -0.1 -0.3 0.1 0.00
H 1.47518 3.07392 0.04544 -0.1 0.1 -0.1 0.00
P -0.87310 -2.62378 0.13795 0.0 -0.2 -0.5 -0.03
H 1.46723 -2.88736 0.55920 -0.5 -0.4 -0.5 0.00
H 0.80864 -4.45222 0.07834 -0.2 0.2 0.0 0.00
C -1.36950 -3.04974 1.88414 -0.2 0.3 0.0 0.00
C -1.97771 -3.68396 -0.95547 0.2 0.5 0.2 0.00
C -1.97178 3.61083 -1.59009 0.3 0.0 0.3 -0.01
C -1.36530 3.47608 1.31737 -0.2 -0.1 0.0 -0.01
C -1.18140 2.47545 2.44719 -0.6 0.4 0.9 0.00
H -2.44597 3.64885 1.20778 0.2 0.0 0.0 0.00
C -0.66968 4.79365 1.67182 -0.1 0.2 -0.1 0.00
H 0.39400 4.62930 1.89053 -0.2 0.0 -0.1 0.00
H -1.13617 5.20587 2.57865 0.1 -0.1 -0.2 0.00
H -0.76095 5.54694 0.88206 0.1 -0.1 0.2 0.00
H -1.63283 1.51359 2.21716 0.0 0.5 0.4 0.00
H -1.64310 2.82803 3.37202 -0.1 0.4 0.0 0.00
H -0.11539 2.35300 2.67869 -0.5 0.2 0.1 0.00
H -1.51863 3.30172 -2.54709 -0.1 0.1 0.2 0.00
C -1.96342 5.14380 -1.51975 -0.1 0.0 -0.2 0.00
C -3.40241 3.06063 -1.52681 0.1 0.1 -0.1 0.00
H -0.95146 5.56859 -1.52466 -0.2 -0.1 0.0 0.00
H -2.51017 5.50874 -0.63786 0.2 -0.1 -0.2 0.00
H -2.48452 5.52549 -2.41001 0.1 0.0 0.2 0.00
H -3.43758 2.01527 -1.85493 -0.1 0.2 0.2 0.00
H -4.03534 3.65928 -2.19640 0.0 -0.2 0.2 0.00
H -3.82193 3.11769 -0.51082 0.0 -0.1 -0.3 0.00
H -1.52789 -3.54669 -1.95302 -0.1 -0.1 0.2 0.00
C -3.40658 -3.13123 -0.98251 0.0 -0.1 -0.1 0.00
C -1.96627 -5.18198 -0.61944 0.0 0.0 -0.1 0.00
H -0.95319 -5.59982 -0.55599 -0.2 0.1 0.0 0.00
H -2.49113 -5.71493 -1.42589 0.1 0.1 0.2 0.00
H -2.50547 -5.38851 0.31696 0.2 0.1 -0.2 0.00
H -3.43971 -2.15077 -1.47162 -0.1 -0.2 0.2 0.00
H -3.82740 -3.02595 0.02902 0.0 0.0 -0.3 0.00
H -4.03966 -3.82737 -1.54952 0.0 0.2 0.1 0.00
C -1.16260 -1.85029 2.81211 -0.2 0.1 0.2 0.00
C -0.66934 -4.28104 2.46523 -0.1 -0.1 -0.1 0.00
H -2.45294 -3.23709 1.80843 0.2 0.0 0.0 0.00
H 0.39329 -4.07427 2.64984 -0.2 -0.1 -0.1 0.00
H -0.75838 -5.16006 1.81904 0.1 0.1 0.2 0.00
H -1.13752 -4.52534 3.42871 0.1 0.1 -0.2 0.00
H -0.09693 -1.66166 2.99164 -0.2 -0.1 -0.1 0.00
H -1.63404 -2.04193 3.78470 0.1 0.0 -0.2 0.00
H -1.60772 -0.93939 2.40329 0.1 -0.2 0.2 0.00
C -2.75453 0.08843 0.10073 -0.9 -0.2 -0.5 -0.25
H -3.38166 0.01740 -0.80719 0.4 0.0 0.1 -0.01
H -3.12366 -0.71727 0.76438 0.7 0.1 -0.4 -0.01
H -3.11427 1.00058 0.61717 0.8 -0.2 -0.3 -0.01
O 3.20319 -2.19172 0.80822 -0.1 2.4 1.9 0.00
C 2.80878 -1.09902 1.28305 -0.8 -1.3 -2.2 0.00
N 1.81193 -0.33216 0.70787 -0.5 -0.5 0.9 0.00
S 1.11772 0.84880 1.61161 -2.9 -1.1 -1.8 0.00
O -0.39871 0.57388 1.12959 3.8 -0.9 1.2 0.01
O 1.12505 0.45256 3.24288 0.1 0.2 -4.1 0.00
C 2.57675 0.59899 2.98660 1.5 -0.8 4.5 0.00
C 2.99217 1.23740 4.18424 0.4 -0.7 -0.5 0.00
C 3.90390 0.56515 4.97916 0.3 1.0 -0.5 0.00
C 4.53779 -0.60916 4.53619 0.0 0.1 0.5 0.00
C 4.24466 -1.16415 3.30889 0.1 0.8 -0.9 0.00
C 3.29663 -0.51120 2.49714 0.3 -0.7 1.9 0.00
H 2.39042 2.09930 4.47699 0.3 -0.4 0.4 0.00
H 4.11331 0.99620 5.94233 0.3 -0.1 0.3 0.00
H 5.26350 -1.09092 5.18790 -0.2 0.0 0.0 0.00
H 4.71103 -2.08766 2.95021 -0.2 0.5 0.1 0.00
```
Forces are in eV/Å.

Summary:
Orbital gap (spin up / spin down): 0.1449 / 0.1489 Eh
Max |F|: 4.86 eV Å⁻¹
Expectation value of S²: 1.00
Spin multiplicity: 2
HOMO level (spin up / spin down): -0.224 / -0.227 hartree
Total charge: 0



> Which of these has the lowest total charge?

C31H53NO14P3S



> What is the formula in the second record?

C31H53NPRhSe2Si4